1:
Below is an isolated ion of composition C5H11N2O and charge -1, with properties calculated with ωB97M-V/def2-TZVPD.

Values from the calculation:
charge = -1
structure (SMILES) = N/C=C(\N)CCC[O-]

Last column: Mulliken charge in e.
Element x y z (Å)
O: 1.78 -2.31 2.29  -0.865
N: -1.36 0.60 0.76  -0.731
N: -0.87 2.96 -0.91  -0.498
C: 0.16 -0.71 -0.85  -0.592
C: 0.88 -1.64 1.57  -0.215
C: -0.50 0.58 -0.46  0.338
C: -0.49 1.59 -1.36  -0.298
C: 1.33 -1.41 0.05  -0.564
H: -0.67 0.48 1.54  0.347
H: -2.04 -0.26 0.78  0.322
H: 2.21 -0.84 -0.09  0.388
H: -1.23 3.48 -1.62  0.174
H: -1.35 3.00 -0.03  0.246
H: 0.63 -0.67 2.07  0.022
H: -0.62 -1.48 -1.06  0.246
H: -0.21 -2.07 1.60  0.045
H: 1.35 -2.45 -0.27  0.218
H: 0.79 -0.49 -1.70  0.224
H: 0.21 1.65 -2.32  0.193

---

2:
Below is an isolated ion of composition C5H11N2O and charge -1, with properties calculated with ωB97M-V/def2-TZVPD.

Values from the calculation:
charge = -1
structure (SMILES) = [H]/N=C\NCCCC[O-]

Last column: Mulliken charge in e.
Element x y z (Å)
O: 0.47 0.93 -2.79  -0.897
N: 1.81 -1.39 2.87  -0.709
N: 0.28 0.04 1.81  -0.319
C: 1.38 -0.75 1.82  0.213
C: -1.33 -0.34 -0.13  -0.383
C: -0.27 0.61 0.55  -0.775
C: -0.74 1.05 -2.23  -0.408
C: -1.24 -0.35 -1.68  -0.607
H: -1.44 1.38 -3.09  0.293
H: 1.94 -1.10 0.80  0.295
H: -0.48 -1.06 -2.02  0.272
H: 0.68 0.82 -0.03  0.323
H: -2.21 -0.76 -1.98  0.357
H: -0.84 1.97 -1.52  0.099
H: -2.37 0.11 0.11  0.184
H: -0.50 1.72 0.54  0.378
H: -0.32 0.22 2.69  0.248
H: -1.16 -1.31 0.39  0.259
H: 1.50 -1.24 3.84  0.177

---

Winner for stability: 1

---

1:
Below is a 2-piece molecular cluster, C4H12O2S overall, with properties calculated with ωB97M-V/def2-TZVPD.

Values from the calculation:
structure (SMILES) = OCCCCS.O

Last column: Mulliken charge in e.
Element x y z (Å)
S: 2.00 -0.36 -2.44  -0.239
O: -0.71 0.06 1.41  -0.508
O: -0.36 0.65 4.96  -0.642
C: -1.67 0.58 0.48  -0.415
C: -1.80 -0.33 -0.72  -0.656
C: 0.65 0.21 -1.32  -0.615
C: -0.45 -0.87 -1.22  -0.586
H: 0.26 1.14 -1.71  0.276
H: -1.05 1.34 4.96  0.318
H: -1.45 1.60 0.20  0.276
H: -1.09 0.13 2.29  0.290
H: 1.13 0.30 -0.36  0.317
H: -2.29 0.25 -1.51  0.275
H: -2.63 0.56 0.99  0.413
H: -0.07 -1.50 -0.42  0.187
H: 2.96 -0.29 -1.50  0.129
H: 0.50 1.08 4.92  0.322
H: -0.56 -1.45 -2.13  0.536
H: -2.38 -1.21 -0.48  0.321

---

2:
Below is a 2-piece molecular cluster, C4H12O2S overall, with properties calculated with ωB97M-V/def2-TZVPD.

Values from the calculation:
structure (SMILES) = COCCCS.O

Last column: Mulliken charge in e.
Element x y z (Å)
S: 0.05 0.72 6.12  -0.243
O: -3.34 2.44 6.31  -0.648
O: 0.49 -0.15 1.27  -0.287
C: 0.24 0.97 2.09  -0.555
C: 0.52 0.60 3.48  -0.648
C: 0.00 0.00 0.00  -0.666
C: 0.15 1.64 4.53  -0.373
H: -0.09 -1.00 -0.46  0.230
H: -0.13 -0.29 3.60  0.316
H: 1.55 0.29 3.71  0.296
H: -3.37 2.65 5.35  0.313
H: 0.61 0.64 -0.66  0.254
H: 0.87 1.84 1.83  0.299
H: -3.20 1.46 6.34  0.333
H: -0.76 1.66 6.66  0.118
H: -0.82 1.27 1.96  0.327
H: -1.01 0.44 0.08  0.312
H: -0.84 2.11 4.39  0.269
H: 0.89 2.45 4.66  0.352

---

Winner for stability: 1

---

1:
Below is CH5N3 in the gas phase, with properties calculated with ωB97M-V/def2-TZVPD.

Values from the calculation:
structure (SMILES) = N=C(N)N

Last column: Mulliken charge in e.
Element x y z (Å)
N: 0.51 -0.53 -1.13  -0.540
N: -0.80 -0.90 0.74  -0.628
N: 0.21 1.25 0.31  -0.472
C: -0.07 -0.11 0.07  0.511
H: 0.21 0.06 -1.90  0.222
H: 1.20 1.42 0.36  0.219
H: -1.04 -0.52 1.65  0.218
H: 0.34 -1.50 -1.33  0.259
H: -0.44 1.66 0.95  0.210

---

2:
Below is CH5N3 in the gas phase, with properties calculated with ωB97M-V/def2-TZVPD.

Values from the calculation:
structure (SMILES) = N=C(N)N

Last column: Mulliken charge in e.
Element x y z (Å)
N: 1.03 0.07 -0.89  -0.444
N: -0.60 -0.92 0.56  -0.454
N: -0.17 1.39 0.54  -0.724
C: 0.09 0.21 0.12  0.616
H: 1.38 1.02 -0.94  0.268
H: -0.33 -1.82 0.22  0.182
H: -1.56 -0.72 0.76  0.195
H: -1.03 1.53 1.03  0.180
H: 1.18 -0.77 -1.38  0.180

---

Winner for stability: 1